(1)
The following is a quantum chemistry calculation of one molecule with the formula CH4OP2 in a non-equilibrium geometry, from the Open Molecules 2025 dataset.

Values from the calculation:
* energy above the lowest of the compared OMol25 structures with the same formula, charge and spin: 104.6 kJ/mol
* SMILES string: O=PCP
* gap between HOMO and LUMO: 0.3291 hartree
* total energy: -798.3762 Ha
* total charge: 0
* lowest unoccupied orbital energy: -0.5 eV

Each line ends with the natural charge from an NBO analysis.
CARTESIAN COORDINATES (ANGSTROEM)
1 P -0.952 1.034 -0.641  1.319
2 C 0.090 -0.529 -0.836  -0.963
3 H -0.267 0.169 1.608  -0.015
4 O -2.219 0.507 -0.158  -1.016
5 H 0.961 -0.487 -1.608  0.235
6 H 1.495 1.124 0.947  -0.012
7 H -0.152 -1.531 -0.497  0.235
8 P 1.044 -0.288 1.185  0.216

Forces on the atoms, in the same order (eV/Å):
P 1.816 -1.667 -0.721
C 3.157 1.519 1.237
H 0.762 -0.242 0.257
O -1.800 0.087 0.660
H -1.490 -0.153 1.455
H -0.371 -1.312 0.374
H -0.879 -0.074 -0.797
P -1.196 1.842 -2.466



(2)
The following is a quantum chemistry calculation of one molecule with the formula C2H4N2OS in a non-equilibrium geometry, from the Open Molecules 2025 dataset.

Values from the calculation:
* energy above the lowest of the compared OMol25 structures with the same formula, charge and spin: 444.8 kJ/mol
* SMILES string: [H]/N=C/NOC=S
* gap between HOMO and LUMO: 0.3246 hartree
* total energy: -661.4161 Ha
* total charge: 0
* lowest unoccupied orbital energy: -0.5 eV

Each line ends with the natural charge from an NBO analysis.
CARTESIAN COORDINATES (ANGSTROEM)
1 H -0.747 -1.593 0.308  0.397
2 H -2.687 1.565 0.526  0.369
3 O 1.110 -0.675 0.253  -0.370
4 C 1.719 -0.474 -1.042  0.054
5 N -2.186 0.686 0.377  -0.706
6 C -0.969 0.514 0.729  0.249
7 N -0.265 -0.631 0.509  -0.343
8 H 1.050 -0.179 -1.776  0.179
9 S 3.386 -0.471 -1.142  0.011
10 H -0.411 1.256 1.258  0.160

Forces on the atoms, in the same order (eV/Å):
H 1.126 2.842 0.245
H 0.926 -0.320 0.671
O 1.493 0.359 -0.561
C 2.341 0.037 3.529
N 0.456 -1.263 -0.527
C -1.373 1.673 -0.586
N -1.217 -3.963 -1.521
H -1.398 0.259 -1.528
S -3.108 -0.244 0.116
H 0.754 0.619 0.162



(3)
The following is a quantum chemistry calculation of a 2-piece molecular cluster, C5H12N2O overall in a non-equilibrium geometry, from the Open Molecules 2025 dataset.

Values from the calculation:
* energy above the lowest of the compared OMol25 structures with the same formula, charge and spin: 366.3 kJ/mol
* SMILES string: CC(N)(N)CO.C#C
* gap between HOMO and LUMO: 0.3594 hartree
* total energy: -382.3630 Ha
* total charge: 0
* lowest unoccupied orbital energy: 1.0 eV

Each line ends with the natural charge from an NBO analysis.
CARTESIAN COORDINATES (ANGSTROEM)
1 N 0.012 -0.302 1.320  -0.870
2 O -0.059 -0.610 -1.846  -0.728
3 H 0.234 2.245 -0.672  0.357
4 C -2.698 -1.809 0.228  -0.266
5 H 0.144 -0.001 2.276  0.371
6 C 1.945 1.109 0.907  -0.628
7 C -3.073 -1.257 -0.769  -0.235
8 H -2.210 -2.238 1.119  0.258
9 C 1.044 -0.413 -0.984  -0.091
10 H -0.953 -0.481 1.058  0.368
11 H -1.063 1.236 -0.503  0.369
12 N -0.238 1.608 -0.039  -0.848
13 H 1.728 1.814 1.708  0.217
14 H -3.319 -0.900 -1.730  0.242
15 H 1.630 -1.317 -0.786  0.170
16 H 1.736 0.200 -1.569  0.155
17 C 0.644 0.546 0.357  0.255
18 H 2.498 1.627 0.127  0.211
19 H 2.557 0.301 1.299  0.219
20 H -0.560 -1.359 -1.501  0.473

Forces on the atoms, in the same order (eV/Å):
N 0.004 -0.868 0.069
O -0.092 -0.563 0.411
H -0.179 -0.039 -0.091
C 0.743 -0.274 0.890
H -0.448 0.174 -0.121
C -0.345 -0.166 -0.063
C 0.299 -0.596 0.340
H -0.853 0.391 -0.997
C 0.232 2.224 0.747
H 0.268 0.288 0.515
H 0.213 0.061 -0.080
N -0.056 0.543 -0.067
H -0.001 0.067 0.086
H -0.294 0.335 -0.260
H -0.565 -0.126 0.544
H -0.053 0.206 0.008
C 1.069 -1.723 -1.840
H 0.067 0.073 -0.032
H 0.116 -0.066 0.008
H -0.126 0.059 -0.068



(4)
The following is a quantum chemistry calculation of one molecule with the formula C4H4F2 in a non-equilibrium geometry, from the Open Molecules 2025 dataset.

Values from the calculation:
* energy above the lowest of the compared OMol25 structures with the same formula, charge and spin: 273.3 kJ/mol
* SMILES string: CC1C(F)=C1F
* gap between HOMO and LUMO: 0.3683 hartree
* total energy: -354.3965 Ha
* total charge: 0
* lowest unoccupied orbital energy: 0.8 eV

Each line ends with the natural charge from an NBO analysis.
CARTESIAN COORDINATES (ANGSTROEM)
1 H 0.740 -0.828 0.023  0.208
2 C -2.337 -0.668 -0.105  0.329
3 H 0.830 0.816 0.082  0.205
4 F -2.895 1.822 0.113  -0.281
5 F -2.976 -1.792 0.120  -0.274
6 C -2.328 0.641 -0.068  0.304
7 C 0.292 0.007 0.335  -0.617
8 C -1.048 0.038 -0.493  -0.233
9 H -0.622 -0.029 -1.567  0.160
10 H 0.030 0.206 1.421  0.200

Forces on the atoms, in the same order (eV/Å):
H 2.065 -3.427 -0.248
C -0.038 2.310 0.344
H 2.091 2.909 -1.247
F 0.044 -0.414 0.016
F 0.222 -0.061 -0.123
C -0.208 -1.202 -0.343
C -5.853 1.558 2.627
C 2.591 -0.899 -1.038
H -1.537 0.357 0.958
H 0.623 -1.130 -0.946



(5)
The following is a quantum chemistry calculation of one molecule with the formula C8H15N, from the Open Molecules 2025 dataset.

Values from the calculation:
* energy above the lowest of the compared OMol25 structures with the same formula, charge and spin: 102.9 kJ/mol
* SMILES string: C=C[C@H](C)[C@@H](N)C(=C)C
* gap between HOMO and LUMO: 0.3754 hartree
* total energy: -368.5336 Ha
* total charge: 0
* lowest unoccupied orbital energy: 1.0 eV

Each line ends with the natural charge from an NBO analysis.
CARTESIAN COORDINATES (ANGSTROEM)
1 H 0.527 -1.055 -1.135  0.211
2 H 1.090 0.826 -2.579  0.218
3 H 2.577 -2.196 -0.645  0.190
4 H -2.205 0.659 2.161  0.239
5 H 0.862 1.628 1.438  0.359
6 H 3.997 -1.263 0.033  0.198
7 H -0.480 1.191 -1.855  0.216
8 H -0.480 2.037 0.583  0.356
9 C -0.109 0.030 0.610  -0.079
10 H -3.148 -1.024 -0.776  0.197
11 C 2.969 -1.258 -0.286  -0.391
12 H 0.984 1.973 -1.250  0.201
13 C 2.225 -0.169 -0.244  -0.164
14 H -3.419 -0.447 1.480  0.209
15 N -0.089 1.353 1.221  -0.832
16 C 0.785 -0.107 -0.657  -0.282
17 H -2.023 -1.076 2.366  0.214
18 H 2.652 0.760 0.117  0.187
19 C -2.106 -0.752 -0.730  -0.420
20 H 0.303 -0.659 1.364  0.203
21 C -1.560 -0.365 0.411  0.039
22 H -1.569 -0.830 -1.658  0.193
23 C -2.361 -0.302 1.677  -0.647
24 C 0.576 1.044 -1.645  -0.614

Forces on the atoms, in the same order (eV/Å):
H 0.043 -0.003 0.010
H 0.026 0.034 -0.085
H -0.140 -0.175 -0.106
H -0.071 -0.019 0.094
H -0.061 0.079 0.000
H 0.187 0.053 0.079
H -0.073 0.081 -0.064
H 0.077 0.032 0.039
C 0.103 -0.242 -0.329
H -0.205 -0.038 0.056
C 0.205 -0.078 0.027
H 0.019 0.069 0.007
C -0.233 0.005 -0.086
H -0.090 -0.048 0.020
N 0.164 0.189 0.092
C -0.162 0.109 0.228
H 0.023 -0.052 0.124
H 0.124 0.112 0.064
C -0.034 -0.057 -0.160
H -0.088 0.044 -0.123
C 0.115 0.067 0.316
H 0.221 0.021 -0.168
C -0.119 0.053 -0.072
C -0.030 -0.237 0.036